ORCA calculation (the ωB97M-V functional and the def2-TZVPD basis) on a cluster of 4 separate species, C24H37F3O6 in total.

CARTESIAN COORDINATES (ANGSTROEM)
F1 -0.467 -1.547 1.969
F2 -1.184 0.754 2.068
F3 -2.106 -0.695 0.386
O1 -3.316 -3.225 -7.603
O2 2.332 -4.273 4.615
O3 -3.818 -2.895 -3.099
O4 3.584 1.861 2.955
O5 5.396 6.462 0.069
O6 -0.531 5.285 1.410
C1 2.379 -2.503 6.188
C2 2.426 -4.006 6.022
C3 0.598 3.029 0.766
C4 -4.058 -1.975 -2.025
C5 -3.222 -2.959 -6.197
C6 -4.120 -1.035 -7.201
C7 0.293 0.011 0.019
C8 -3.268 -1.455 -6.031
C9 -3.690 -2.013 -8.273
C10 1.958 -3.061 3.946
C11 4.516 4.936 3.000
C12 -4.530 -4.124 -1.204
C13 4.928 6.451 2.532
C14 2.848 2.725 2.203
C15 1.684 2.099 1.188
C16 -0.860 -0.351 1.134
C17 1.984 5.245 1.959
C18 1.528 -2.083 5.017
C19 3.112 4.368 2.372
C20 6.102 6.511 1.368
C21 -4.263 -4.197 -2.691
C22 0.594 4.559 1.356
C23 1.721 0.515 0.653
C24 -4.946 -2.686 -1.028
H1 -5.998 -2.567 -1.313
H2 5.360 7.008 3.495
H3 -5.179 -1.184 -6.962
H4 1.952 -0.196 1.582
H5 1.572 -4.487 6.511
H6 0.468 -2.232 5.257
H7 6.577 7.603 1.448
H8 1.986 6.411 2.042
H9 -3.089 -1.720 -1.581
H10 1.669 -1.040 4.723
H11 2.836 -2.694 3.403
H12 -3.503 -4.942 -2.945
H13 -2.812 -1.647 -8.815
H14 3.387 -2.084 6.083
H15 5.292 7.387 -0.326
H16 4.496 4.947 4.192
H17 4.045 7.116 2.148
H18 -2.261 -1.036 -6.136
H19 1.163 -3.269 3.224
H20 -4.076 -3.439 -5.708
H21 -0.292 2.743 0.027
H22 3.347 -4.444 6.418
H23 -4.824 -2.315 -0.007
H24 -4.485 -2.221 -8.994
H25 5.442 4.238 2.718
H26 2.609 0.337 -0.110
H27 -5.177 -4.427 -3.249
H28 -3.603 -4.312 -0.648
H29 6.889 5.655 1.518
H30 1.979 -2.193 7.156
H31 0.526 -1.012 -0.551
H32 -4.514 -1.062 -2.417
H33 -3.668 -1.145 -5.062
H34 -2.301 -3.396 -5.800
H35 -0.161 0.728 -0.796
H36 -3.978 0.008 -7.495
H37 -5.281 -4.844 -0.869

Results
Net charge: 0
E (Ha): -1687.3426
Molar mass (g/mol): 478.55
HOMO level (eV): -9.17
SMILES string: O=C1C=C(CCCO)C(=O)C(CCC(F)(F)F)=C1.C1CCOC1.C1CCOC1.C1CCOC1
Kohn-Sham gap (Ha): 0.2717